Molecular formula: C30H36As2NO4PSc
Method: DFT, ωB97M-V/def2-TZVPD

Atoms and positions in Å:
Sc 0.219 -0.143 0.445
O -1.059 1.303 1.335
C -1.909 1.028 0.436
O -2.178 -0.152 0.126
C -2.374 2.145 -0.478
P -2.039 1.651 -2.194
C -3.413 0.826 -2.957
C -3.407 0.698 -4.348
C -4.411 -0.021 -4.974
C -5.419 -0.603 -4.216
C -5.424 -0.477 -2.833
C -4.418 0.231 -2.196
C -1.588 3.105 -3.113
C -0.241 3.462 -3.209
C 0.101 4.624 -3.880
C -0.887 5.423 -4.440
C -2.225 5.067 -4.340
C -2.582 3.904 -3.677
H -1.808 3.051 -0.271
H -3.438 2.370 -0.383
H -2.625 1.164 -4.935
H -4.410 -0.122 -6.050
H -6.206 -1.158 -4.708
H -6.211 -0.933 -2.249
H -4.407 0.297 -1.117
H 0.519 2.831 -2.767
H 1.141 4.907 -3.966
H -0.612 6.330 -4.962
H -2.990 5.690 -4.783
H -3.624 3.617 -3.607
C -0.195 -2.690 3.913
As -0.589 -2.433 2.029
C -2.508 -2.760 2.019
C 0.056 -4.058 1.170
C 0.318 -5.211 1.900
C 0.778 -6.358 1.268
C 0.972 -6.363 -0.105
C 0.710 -5.218 -0.843
C 0.259 -4.062 -0.216
As -0.050 -2.429 -1.220
C -1.779 -2.716 -2.055
C 1.174 -2.565 -2.721
H 0.880 -2.746 4.069
H -0.675 -3.583 4.310
H -0.578 -1.818 4.441
H -2.716 -3.805 2.238
H -2.912 -2.486 1.047
H -2.971 -2.126 2.775
H 0.175 -5.222 2.973
H 0.987 -7.245 1.850
H 1.331 -7.255 -0.601
H 0.871 -5.230 -1.914
H -1.798 -3.656 -2.605
H -1.963 -1.883 -2.733
H -2.551 -2.725 -1.289
H 0.930 -3.400 -3.376
H 2.187 -2.680 -2.342
H 1.107 -1.634 -3.284
C 2.921 -2.147 1.664
C 2.973 -0.666 1.869
C 3.881 0.072 2.573
C 3.533 1.443 2.403
C 2.444 1.488 1.581
C 1.732 2.700 1.060
N 2.067 0.185 1.248
H 3.913 -2.580 1.783
H 2.579 -2.399 0.655
H 2.265 -2.663 2.371
H 4.717 -0.322 3.130
H 4.053 2.299 2.804
H 2.428 3.538 1.027
H 0.886 2.992 1.684
H 1.365 2.549 0.040
O -0.874 0.564 -2.261
O 0.163 0.969 -1.322

Its net charge is +1. The total energy is -7093.98930 Eh. For the LUMO energy, the calculation gives -0.099 Eh.

Molecular formula: C30H36BIO11Si3
Method: DFT, ωB97M-V/def2-TZVPD

Atoms and positions in Å:
C -1.522 2.510 0.560
B -0.410 3.560 0.201
O -0.696 4.889 0.108
Si 1.541 3.066 -0.185
O 2.517 3.689 1.033
Si 2.673 3.057 2.528
I 4.614 1.591 2.681
C 2.825 4.397 3.797
C 2.793 3.895 5.249
O 1.577 4.226 5.895
Si 0.110 3.489 5.671
C -0.775 4.121 4.138
C -0.910 3.962 7.151
C 0.271 1.622 5.558
H -1.168 1.715 1.219
H -1.816 2.022 -0.378
H -2.422 2.955 1.000
H -1.522 5.139 0.530
H 2.032 3.661 -1.449
H 1.762 1.604 -0.210
H 1.500 2.187 2.795
H 2.027 5.127 3.647
H 3.759 4.929 3.595
H 2.956 2.811 5.306
H 3.599 4.352 5.823
H -1.597 3.439 3.902
H -1.195 5.115 4.307
H -0.133 4.170 3.256
H -0.515 3.523 8.069
H -1.938 3.613 7.022
H -0.942 5.045 7.278
H 1.299 1.257 5.589
H -0.170 1.250 4.631
H -0.268 1.162 6.389
C -1.188 1.016 -3.794
C -2.204 0.585 -4.536
C -2.778 -0.772 -4.339
O -3.700 -1.168 -5.019
C -2.188 -1.620 -3.272
C -1.191 -1.178 -2.508
C -0.615 0.172 -2.720
O 0.287 0.585 -2.019
H -0.750 1.998 -3.916
H -2.661 1.186 -5.312
H -2.624 -2.603 -3.149
H -0.752 -1.775 -1.721
C 3.228 -1.970 -4.079
C 2.249 -2.167 -3.200
C 1.601 -3.497 -3.065
O 0.705 -3.674 -2.263
C 2.084 -4.595 -3.934
C 3.065 -4.399 -4.810
C 3.714 -3.071 -4.953
O 4.609 -2.888 -5.749
H 3.723 -1.015 -4.200
H 1.886 -1.385 -2.544
H 1.598 -5.553 -3.815
H 3.437 -5.190 -5.449
C 3.459 -8.257 -1.840
C 3.186 -9.023 -0.789
C 2.061 -9.994 -0.815
O 1.811 -10.693 0.142
C 1.254 -10.076 -2.060
C 1.527 -9.308 -3.111
C 2.651 -8.340 -3.082
O 2.899 -7.636 -4.039
H 4.270 -7.540 -1.851
H 3.756 -8.985 0.131
H 0.441 -10.792 -2.050
H 0.956 -9.346 -4.030
C -4.354 4.587 -0.497
C -5.141 4.486 0.570
C -5.823 3.209 0.906
O -6.538 3.117 1.879
C -5.593 2.050 0.004
C -4.806 2.152 -1.063
C -4.123 3.427 -1.396
O -3.390 3.517 -2.357
H -3.843 5.503 -0.769
H -5.328 5.313 1.243
H -6.102 1.133 0.274
H -4.620 1.325 -1.737

Its net charge is 0. The total energy is -3183.52829 Eh. For the energy relative to the best compared isomer or geometry (same formula, charge and spin), the calculation gives 0.0 kcal per mole. For the LUMO energy, the calculation gives -0.067 Eh.

Molecular formula: C30H36Br2CrN8O5S2
Method: DFT, ωB97M-V/def2-TZVPD

Atoms and positions in Å:
Cr -0.376 0.711 -0.640
Br -3.698 -5.104 -1.131
C -2.790 -3.471 -0.944
C -3.027 -2.664 0.154
C -2.337 -1.470 0.237
N -1.469 -1.079 -0.693
C -1.216 -1.875 -1.736
C -1.867 -3.085 -1.901
C -0.149 -1.393 -2.637
C 0.201 -2.034 -3.814
C 1.232 -1.514 -4.575
Br 1.727 -2.356 -6.178
C 1.890 -0.372 -4.155
C 1.473 0.212 -2.977
N 0.484 -0.284 -2.235
H -3.726 -2.953 0.926
H -2.471 -0.787 1.067
H -1.658 -3.733 -2.739
H -0.320 -2.920 -4.148
H 2.698 0.059 -4.730
H 1.941 1.115 -2.611
C 3.694 -2.846 -1.598
C 3.099 -2.468 -0.285
N 2.156 -1.572 -0.099
C 1.929 -1.538 1.255
C 2.757 -2.431 1.896
N 3.485 -3.005 0.896
C 3.046 -2.873 3.292
O 2.321 -2.354 4.255
O 3.926 -3.680 3.471
C 0.907 -0.642 1.849
O 0.684 -0.650 3.063
O 0.290 0.137 1.040
H 2.908 -2.934 -2.348
H 4.222 -3.797 -1.534
H 4.401 -2.087 -1.934
H 4.187 -3.708 1.078
H 1.658 -1.702 3.889
N 4.579 5.356 1.217
C 3.655 5.567 0.267
S 3.564 6.938 -0.628
C 2.716 4.431 0.035
C 3.139 3.108 0.111
C 2.234 2.097 -0.150
N 0.956 2.333 -0.463
C 0.544 3.606 -0.525
C 1.388 4.673 -0.297
H 5.237 6.091 1.419
H 4.523 4.575 1.848
H 4.167 2.856 0.336
H 2.530 1.053 -0.110
H -0.501 3.756 -0.754
H 1.027 5.688 -0.375
C -1.757 1.543 -4.183
C -1.503 2.373 -2.935
C -2.625 3.376 -2.694
O -1.380 1.514 -1.817
H -1.844 2.191 -5.058
H -2.689 0.985 -4.071
H -0.943 0.837 -4.367
H -0.557 2.918 -3.061
H -3.594 2.930 -2.927
H -2.492 4.258 -3.322
H -2.648 3.685 -1.649
C -4.577 1.014 2.393
N -3.453 1.504 3.182
C -3.881 2.177 4.412
C -2.306 1.891 2.556
S -2.274 2.139 0.868
N -1.217 2.064 3.321
C -1.036 1.388 4.605
C -0.017 2.697 2.789
H -5.282 0.543 3.078
H -4.243 0.279 1.668
H -5.081 1.820 1.856
H -4.745 2.807 4.191
H -3.093 2.812 4.800
H -4.164 1.452 5.177
H -1.795 0.623 4.734
H -1.080 2.087 5.442
H -0.059 0.906 4.600
H -0.289 3.569 2.198
H 0.542 2.004 2.166
H 0.599 3.011 3.631

Its net charge is +1. The expectation value of S² is 0.758. Its spin multiplicity is 2. The total energy is -8967.87464 Eh. For the energy relative to the best compared isomer or geometry (same formula, charge and spin), the calculation gives 17.6 kcal per mole. For the LUMO energy (alpha / beta), the calculation gives -0.129 / -0.130 Eh.

- What is the formula in the third record?
  C30H36Br2CrN8O5S2